[1]
Computed, not measured: a molecular structure, C7H8Cl2OS, with ωB97M-V/def2-TZVPD.

Each line ends with the Löwdin charge.
Element x y z (Å)
C -0.64511 0.40851 -1.37802  -0.093
H 1.74185 1.75716 -0.03939  0.104
H -0.21564 0.91014 1.86340  0.108
C 1.17418 0.87435 0.14157  -0.403
C -1.24540 0.18684 0.13086  -0.203
C -0.14119 1.19399 0.77865  -0.641
H 0.78563 -2.18002 -0.69395  0.068
H -0.72901 1.46741 -1.76910  0.133
Cl -0.44096 2.97149 0.77843  0.624
H -2.25525 0.49643 0.30300  0.124
C 0.72257 -0.03755 -0.98248  -0.385
H 1.43845 -0.08645 -1.86411  0.171
S 1.99216 -0.61838 0.81278  1.034
O 1.66053 -0.68912 2.23741  -0.510
C 0.60164 -1.33490 -0.18537  -0.345
Cl -1.87447 -2.53424 -0.14357  0.633
H -1.23633 -0.11051 -2.06042  0.083
H -0.53856 -1.41878 1.55056  0.092
C -0.79509 -1.25637 0.51977  -0.595

Results
spin multiplicity: 1
molecular weight: 211.1 g mol⁻¹
relative energy (zero: lowest compared OMol25 entry of this formula, charge and spin): 0.000 eV
E_tot: -45314.4900 eV
total charge: 0

***

[2]
Computed, not measured: C25H34N2O3 in the gas phase, with ωB97M-V/def2-TZVPD.

Each line ends with the Löwdin charge.
Element x y z (Å)
O -4.33571 -6.70582 2.83270  -0.086
H 4.19847 5.32504 -1.77469  0.101
H 0.72809 2.22654 0.68761  0.114
H -0.80141 0.21752 -2.39296  0.148
H 0.31957 5.79025 0.63314  0.079
C 4.51316 3.97724 -3.39228  -0.084
C 0.82040 2.12600 -2.25588  -0.118
C -0.14693 -0.00108 -1.53929  -0.286
H 2.46201 1.45314 -4.26746  0.117
H 2.38125 6.29068 -0.68665  0.127
C -0.90753 0.36959 -0.25673  -0.140
H -5.79793 -7.80668 3.63418  0.092
H 0.17063 -1.59071 -3.73544  0.115
H -6.26122 -6.11391 3.33339  0.095
C 1.86686 0.80425 -0.49321  -0.130
C -1.43777 -1.96018 2.00155  -0.064
O 2.11280 -1.38132 -3.07666  -0.083
C -5.45736 -6.77323 3.67746  -0.094
C -1.64931 -0.73142 2.46742  -0.073
H 3.29924 5.15369 0.34087  0.127
C 1.30251 5.58181 1.04746  -0.061
C -2.58848 -5.50606 1.84275  -0.002
H -0.75535 -2.05792 -1.45810  0.119
H 2.69529 1.50100 -0.63050  0.125
C 0.82433 -1.90734 -2.90513  -0.269
H 0.20475 1.99725 -3.15223  0.134
C -4.06121 -4.32760 3.32671  -0.019
C 4.03904 2.88908 -4.09919  -0.085
H -3.64227 -2.26878 3.61621  0.105
C 3.80517 4.47611 -2.31159  -0.020
C -1.87386 -4.34926 1.63537  -0.032
H -1.02017 -4.36452 0.97303  0.111
H 1.24050 4.68391 1.65699  0.069
C 2.84226 2.30415 -3.72279  -0.027
H -2.31261 -6.42893 1.35710  0.117
H 2.06322 -0.44515 -2.80956  0.044
H -1.38860 1.36187 2.11558  0.124
H 1.60937 6.41511 1.67290  0.076
N 1.06945 0.79276 -1.71075  -0.137
N -0.04099 0.25683 0.90092  -0.172
C 2.11472 2.78803 -2.64871  -0.145
C 2.30791 5.37983 -0.07609  -0.257
H 5.44265 4.44850 -3.67550  0.103
H -1.75550 -0.30554 -0.12792  0.122
H 0.27997 2.77865 -1.55848  0.117
H 4.59390 2.49823 -4.93780  0.101
C -2.22899 -3.15073 2.26355  -0.227
H 0.83819 -1.76122 -0.75491  0.109
C 1.07057 1.17783 0.75889  -0.158
H -0.04228 0.56453 2.94687  0.124
H -4.91020 -4.29412 3.99198  0.102
H 2.28420 -0.19590 -0.35528  0.125
H -5.19897 -6.52165 4.71145  0.095
C -3.69515 -5.51080 2.69379  -0.278
C -3.33557 -3.17116 3.10989  -0.026
O 1.85411 4.29995 -0.86531  -0.071
C 0.17546 -1.50151 -1.57899  -0.134
H -2.46792 -0.50985 3.13763  0.099
C -0.77372 0.44068 2.13837  -0.203
H -0.59258 -2.10580 1.34254  0.102
H 0.92819 -2.99559 -2.95333  0.115
H 1.71908 1.08880 1.63419  0.126
H -1.30492 1.39940 -0.35323  0.128
C 2.60719 3.88552 -1.92587  -0.226

Results
spin multiplicity: 1
SMILES: CCOc1ccccc1CN1CCN(C/C=C/c2ccc(OC)cc2)C[C@@H]1CCO
molecular weight: 410.6 g mol⁻¹
relative energy (zero: lowest compared OMol25 entry of this formula, charge and spin): 2.719 eV
E_tot: -35598.3955 eV
total charge: 0

***

[3]
Computed, not measured: 2 unconnected molecules or ions with the total composition C4HNO3, with ωB97M-V/def2-TZVPD.

Each line ends with the Löwdin charge.
Element x y z (Å)
O 2.79392 0.68505 -1.05816  -0.093
O 2.54236 1.10627 1.11588  -0.077
H -3.88886 0.57184 0.81712  -0.115
C 2.18926 0.66882 0.02902  -0.802
N 0.82325 0.07936 0.02914  0.173
C -2.14841 -0.24195 -0.39872  -0.322
C -2.96351 0.30408 0.33075  -0.314
C 0.41417 -1.00085 -0.32487  -0.442
O 0.23783 -2.17264 -0.54017  -0.008

Results
spin multiplicity: 1
molecular weight: 111.1 g mol⁻¹
relative energy (zero: lowest compared OMol25 entry of this formula, charge and spin): 0.698 eV
E_tot: -11793.3192 eV
total charge: -2

***

[4]
Computed, not measured: 2 unconnected molecules or ions with the total composition C6H15O2, with ωB97M-V/def2-TZVPD.

Each line ends with the Löwdin charge.
Element x y z (Å)
H -0.84154 1.72247 -2.28334  0.075
H 4.31222 0.19159 4.51117  0.045
H -0.71317 2.12532 0.24175  0.100
H -0.59940 -0.43511 1.82540  0.070
O 0.60587 -1.22160 -3.06552  -0.408
H -2.59379 1.82137 -2.04497  0.068
H -1.54344 3.17714 -1.58384  0.056
C -1.62237 2.08580 -1.60380  -0.116
H 0.57195 0.27842 -1.27466  0.091
H 0.69969 -0.93683 -0.17975  0.085
C -1.35098 -0.03108 -0.17648  -0.421
H -2.22441 -0.32907 -0.79144  0.123
C -0.29261 -1.48168 -2.07735  -0.528
H 4.32573 0.05297 5.96692  0.015
H -2.40740 1.60834 0.43215  0.097
C -1.49503 1.49651 -0.19372  -0.261
O 4.93902 0.06732 5.24254  -0.060
H -2.28291 -0.12106 1.77338  0.052
H -1.34284 -1.35884 -2.45840  0.074
C -0.06109 -0.51871 -0.82787  -0.195
H -0.10077 -2.48716 -1.64860  0.064
C -1.49323 -0.63811 1.22217  -0.096
H -1.70364 -1.70864 1.18992  0.074

Results
spin multiplicity: 1
molecular weight: 119.2 g mol⁻¹
relative energy (zero: lowest compared OMol25 entry of this formula, charge and spin): 1.469 eV
E_tot: -10559.1771 eV
total charge: -1

***

[5]
Computed, not measured: 3 unconnected molecules or ions with the total composition C3H5NO2, with ωB97M-V/def2-TZVPD.

Each line ends with the Löwdin charge.
Element x y z (Å)
C -0.87115 -1.58420 -0.16438  -0.144
H -0.66141 2.38099 1.08605  0.092
H 1.31453 -0.38257 -1.10080  0.023
H -1.91724 -1.87758 0.02021  0.095
H -0.71120 1.28617 -0.44508  0.078
H -0.16188 -1.76345 0.66175  0.093
C -0.87300 1.39224 0.64441  -0.109
O -0.51809 -1.12534 -1.23080  -0.067
N 2.89049 0.87547 -0.12940  0.050
O -1.25947 0.46708 1.31849  -0.023
C 2.09674 0.21556 -0.64721  -0.089

Results
spin multiplicity: 1
SMILES: C#N.C=O.C=O
molecular weight: 87.1 g mol⁻¹
relative energy (zero: lowest compared OMol25 entry of this formula, charge and spin): 2.953 eV
E_tot: -8774.7419 eV
total charge: 0

***

[6]
Computed, not measured: 2 unconnected molecules or ions with the total composition C4H10OS, with ωB97M-V/def2-TZVPD.

Each line ends with the Löwdin charge.
Element x y z (Å)
C -0.56956 1.36306 -0.99460  -0.383
H 0.12431 -3.04687 0.93935  -0.001
C 0.60121 -2.21776 0.51696  -0.341
H 0.16203 -1.91933 -0.39963  0.002
H -2.61799 1.68634 -1.26126  0.089
H 0.83651 1.36837 1.05860  0.006
H 1.96382 0.66823 2.29700  0.010
O -0.09299 2.40083 -1.25610  0.080
H 2.19007 0.38812 0.54910  0.060
H 1.67697 -2.31741 0.60806  0.030
H -0.08760 0.48988 -0.34875  0.060
S 0.26930 -0.82510 1.74686  0.711
H -2.16228 -0.06050 -0.92676  0.072
C 1.46163 0.50875 1.36080  -0.429
C -1.90525 0.87806 -1.41884  -0.049
H -1.85017 0.63534 -2.47078  0.083

Results
spin multiplicity: 1
SMILES: CC=O.CSC
molecular weight: 106.2 g mol⁻¹
relative energy (zero: lowest compared OMol25 entry of this formula, charge and spin): 1.320 eV
E_tot: -17191.5054 eV
total charge: 0

***

[7]
Computed, not measured: 2 unconnected molecules or ions with the total composition C5H11N, with ωB97M-V/def2-TZVPD.

Each line ends with the Löwdin charge.
Element x y z (Å)
N -2.84315 -1.04095 -0.95736  0.026
C 2.85334 -0.25930 1.51036  -0.029
C -3.04142 0.26954 -0.51979  -0.311
H 2.98426 1.52013 -0.44213  0.065
H 1.78670 0.66334 -1.45943  0.059
H 3.49682 0.19109 -1.46273  0.070
C 2.67824 0.55654 -0.84228  -0.115
H 2.29544 -1.46846 -0.09972  0.083
H -3.46159 0.88191 -1.31090  0.097
H -2.62815 -1.08253 -1.94331  0.076
C 2.41436 -0.45829 0.27460  -0.227
C -3.26091 0.63826 0.75068  -0.042
H -3.08667 -0.04365 1.56786  0.038
H -2.44758 -1.64087 -0.24762  0.084
H 2.95533 0.72060 1.95475  0.051
H -3.76615 1.56148 0.97372  0.033
H 3.07114 -1.00884 2.25329  0.043

Results
spin multiplicity: 1
SMILES: C=CC.C=CN
molecular weight: 85.1 g mol⁻¹
relative energy (zero: lowest compared OMol25 entry of this formula, charge and spin): 2.110 eV
E_tot: -6851.4187 eV
total charge: 0

***

[8]
Computed, not measured: a molecular structure, C18H24Cl2N6O4S3Sc, with ωB97M-V/def2-TZVPD.

Each line ends with the Löwdin charge.
Element x y z (Å)
O -0.73864 -3.53465 0.90921  0.102
C 4.79549 -1.13322 0.01074  -0.187
H -1.46746 3.52015 4.00427  0.071
H -0.76384 -1.14024 -5.43731  0.078
C 1.15210 -3.44127 2.83351  -0.044
C 0.05938 -2.62463 0.90047  -0.684
Sc 0.54138 0.60862 -1.33067  0.639
H -2.49903 1.27159 3.72768  0.053
C -0.85191 2.68714 3.65944  -0.542
C -0.73686 5.97261 -2.45883  -0.418
H -1.47905 1.29879 5.17669  0.067
H -2.91304 2.51960 2.09955  0.059
C -2.41776 1.72887 0.12387  -0.503
O 0.94231 -2.38381 1.89217  -0.075
C 0.24548 -1.39526 -2.67774  -0.720
N -1.57211 -0.07857 -2.79514  -0.027
H -3.47051 1.52116 -0.07665  0.083
C -2.27420 2.75577 1.24935  -0.507
H -2.55232 3.73648 0.86109  0.073
H 0.37103 -4.19025 2.72563  0.087
Cl 0.99526 -1.35356 -1.41700  0.973
H -1.36042 0.27384 -3.72880  0.076
H -3.31523 0.24981 1.95119  0.062
C 3.68450 -1.17832 -2.21485  -0.193
Cl 3.86020 -0.87399 2.59510  0.574
H 2.12725 -3.88563 2.64134  0.094
N 1.83722 1.01445 0.30271  0.026
H -1.54577 -2.07709 -3.44973  0.083
H -0.13049 -2.74259 -4.94318  0.093
S -0.54080 -0.07962 3.46494  0.868
C 2.64818 0.14911 0.51545  -0.326
H 3.78160 -1.31664 -3.29215  0.067
C 0.05277 3.73827 -2.28742  -0.336
H -2.57155 -0.00490 -2.62144  0.078
H -3.22503 -1.35769 1.18772  0.083
H 5.68252 -1.44190 0.55207  0.067
C 3.70724 -0.63628 0.84537  -0.663
N 0.09893 4.97475 -2.49792  0.081
C 4.81725 -1.23808 -1.35376  -0.182
H -1.94872 2.11487 -0.78236  0.031
H -2.59459 -1.29523 3.70748  0.082
S -1.55325 0.13784 0.36907  0.866
N -1.20598 -1.50495 -2.68594  -0.043
H 0.14886 2.78200 4.08235  0.070
C -1.47451 1.36019 4.08731  -0.525
O 0.47397 -2.05916 -0.16266  -0.210
O 0.71545 -1.11513 -3.96669  -0.150
C -2.65147 -0.56331 1.66502  -0.434
C 2.40266 -1.22108 -1.75158  -0.433
C -1.90555 -1.12262 2.87888  -0.512
C 0.12810 -1.68839 -5.10161  -0.114
N -1.41041 6.91666 -2.45630  0.064
H 5.77710 -1.43097 -1.82229  0.078
H 1.13229 -3.00063 3.82789  0.085
H 0.88468 -1.63191 -5.88280  0.092
N 0.11714 2.57230 -2.14338  0.040
H -1.44051 -2.06674 2.61634  0.040
S -0.56931 2.90343 1.87433  0.846

Results
spin multiplicity: 1
molecular weight: 600.5 g mol⁻¹
relative energy (zero: lowest compared OMol25 entry of this formula, charge and spin): 21.229 eV
E_tot: -114419.6113 eV
total charge: -1

***

no.,largest force on an atom (eV/A)
1,4.308
2,0.574
3,1.892
4,1.997
5,1.137
6,4.557
7,2.253
8,12.372